[1]
Entry from the Open Molecules 2025 dataset: a structure of composition C11H19NSiTi (wB97M-V/def2-TZVPD).

Computed properties:
E_LUMO (alpha / beta): -1.3 / -1.3 eV
energy: -1623.99922 Ha

The geometry in XYZ format:
```
33
Properties=species:S:1:pos:R:3:forces:R:3
Ti 0.61912 0.05792 -1.05380 1.49 -1.59 4.03
Si 0.15376 0.16915 1.75049 0.44 0.13 0.00
N 2.35407 -0.10927 -0.31691 -4.35 -1.37 0.38
C -1.38629 -1.63822 -1.91763 0.59 0.02 0.63
C -0.87624 2.50587 -2.64169 3.25 -2.49 3.38
C 0.83813 -2.13829 -1.49363 0.18 -0.97 -0.45
C -1.57299 1.74586 -1.65122 -0.46 1.92 -2.35
C 1.27522 1.63170 2.14597 0.07 0.08 0.07
C -1.28704 -2.08643 -0.56896 0.66 0.13 -0.94
C 0.83952 -1.30116 2.76064 0.07 -0.12 -0.41
C 0.36180 2.78123 -3.15291 -1.17 1.62 -1.96
C 0.08523 -2.40801 -0.31286 -0.27 0.48 -0.58
C -0.06067 -1.59862 -2.48237 -0.01 -0.47 0.00
C -1.51363 0.52383 2.64137 -0.12 -0.02 -0.54
H 2.53216 0.52528 -1.03879 1.35 2.46 -2.42
H 0.49293 3.52793 -4.04778 -0.83 -1.05 1.91
H -1.98480 1.42659 2.22226 -0.01 -0.21 0.19
H 1.44535 2.43410 -3.00705 -2.04 -0.52 0.51
H 0.88510 2.54103 1.67015 0.13 -0.01 0.14
H -2.31258 -1.50944 -2.47815 0.31 0.43 0.30
H -2.21084 -0.31911 2.50996 0.12 0.27 0.06
H 1.82948 -1.58362 2.37875 -0.17 0.02 0.09
H 0.94270 -1.04312 3.82839 -0.10 0.08 -0.38
H 2.26945 1.42385 1.72698 -0.26 0.10 0.20
H -1.37339 0.68309 3.72701 0.12 -0.08 -0.48
H -2.10454 -2.25239 0.13694 0.29 0.21 -0.35
H -2.37071 1.13527 -2.06660 0.53 -0.69 -0.37
H 0.20429 -1.30810 -3.50999 -0.20 -0.48 0.51
H 0.44539 -2.87140 0.60966 0.01 0.41 -0.51
H 1.34693 1.79683 3.23345 -0.02 0.05 -0.29
H -1.92546 1.91088 -0.60216 1.12 0.95 -0.80
H 1.87379 -2.47168 -1.69128 -0.86 0.54 0.33
H 0.18473 -2.18152 2.69178 0.13 0.19 0.08
```
Forces are in eV/Å.

Here are the natural (NBO) charges for atoms 1 to 5, given in e: Ti 1.1220; Si 1.2490; N -0.9612; C -0.2804; C 0.1106

=====

[2]
Entry from the Open Molecules 2025 dataset: a structure of composition C11H19O10Tl (wB97M-V/def2-TZVPD).

Computed properties:
2S+1: 2
<S²>: 0.789
total charge: -1
E_LUMO (alpha / beta): 2.2 / 0.1 eV
energy: -1355.29569 Ha

The geometry in XYZ format:
```
41
Properties=species:S:1:pos:R:3:forces:R:3
Tl -1.19420 1.36805 1.76390 -0.36 1.20 -0.63
O -2.53504 3.79246 1.01398 0.96 -0.46 0.47
O 1.66876 2.84327 -3.57005 -0.73 0.50 -0.77
O -0.25668 -1.00405 -0.23702 0.56 0.29 -0.40
O 1.74726 1.18456 0.99078 0.21 -0.65 0.55
O -0.33639 2.29460 -0.94208 0.27 -0.83 -1.93
O -3.02618 0.88799 -0.54262 -0.19 -0.21 -0.48
O 4.28168 -3.53308 2.10297 -1.34 3.60 -1.04
O -2.43916 -1.15868 1.48119 -0.62 0.98 0.67
O 5.36237 -1.63343 0.18537 -3.73 0.22 3.13
O 0.63623 -0.73563 2.83900 1.71 -0.38 -0.60
C -1.67565 -2.27675 1.14871 -0.23 -0.46 -1.28
C 3.66992 -0.15865 0.70677 -1.73 1.28 0.98
C 1.73114 -0.94174 2.30350 -0.20 1.22 -0.72
C 1.43757 1.75779 -2.68543 -0.08 0.26 1.24
C -0.05170 1.65058 -2.20158 1.29 -0.03 -0.50
C -4.38687 0.56418 -0.35920 -0.13 0.44 0.31
C 3.69367 -2.37339 1.85724 3.11 -4.75 0.38
C 2.49578 -2.18613 2.48540 -2.47 1.80 0.34
C 4.26969 -1.36104 0.91184 5.18 -1.77 -3.36
C -1.10386 -2.09956 -0.28148 -0.98 -1.53 1.38
C 2.39691 0.17370 1.26481 -0.83 -0.44 0.56
H 4.20221 0.57847 0.12391 -0.17 -0.02 -0.22
H -0.41555 3.23040 -1.14112 -0.35 0.30 0.41
H -1.85641 4.36197 1.42588 -0.49 -0.21 -0.21
H -5.01405 0.93365 -1.17052 0.00 -0.08 -0.21
H -0.60811 1.95937 -3.08654 -0.57 0.97 0.20
H 0.48151 -1.18790 -0.82258 0.24 0.32 0.02
H 2.58052 3.13272 -3.48930 -0.07 -0.11 0.10
H -2.40945 -3.07961 1.21994 0.68 -0.88 -0.36
H -4.73936 1.09304 0.52633 0.06 -0.18 0.19
H -2.90355 0.95277 -1.49255 0.45 0.22 0.10
H -1.88973 -2.03608 -1.03412 -0.33 0.51 0.02
H -3.30143 -1.48428 1.74966 0.01 0.40 0.08
H -0.61802 -3.04979 -0.50314 0.60 -0.06 -0.08
H 1.98723 -2.94890 3.05633 0.36 -0.25 0.13
H -4.51783 -0.51283 -0.25428 -0.16 -0.16 0.06
H -0.34249 0.60025 -2.18277 0.28 -0.09 0.85
H 2.07155 1.99280 -1.83049 -0.14 -0.79 0.46
H -0.84414 -2.42369 1.83799 -0.04 0.04 0.10
H 1.75167 0.83271 -3.16883 -0.04 -0.23 0.04
```
Forces are in eV/Å.

Here are the natural (NBO) charges for atoms 1 to 5, given in e: Tl 0.8606; O -1.3282; O -0.7420; O -0.7053; O -0.6187

=====

[3]
Entry from the Open Molecules 2025 dataset: an isolated molecule of C11H19OP (wB97M-V/def2-TZVPD).

Computed properties:
structure (SMILES): CC(C)(C)[P@@](C)(=O)C1=CCCC=C1
ΔE to the lowest compared entry with this formula, charge and spin: 0.0 kJ/mol
E_LUMO: 0.5 eV
energy: -847.06099 Ha

The geometry in XYZ format:
```
32
Properties=species:S:1:pos:R:3:forces:R:3
P 0.83576 -1.01031 -0.64663 0.90 1.83 0.81
O 1.14813 -2.39751 -0.20894 -0.61 -0.12 -0.73
C 1.81668 0.13717 0.52948 -0.31 -2.35 -0.76
C -2.77784 -0.73178 1.15560 -2.02 -0.60 0.44
C 1.18949 -0.62765 -2.40942 1.93 2.41 1.27
C 3.30678 -0.06990 0.44073 0.62 -0.71 0.20
C 1.55738 1.52318 0.24696 -1.26 3.28 0.85
C -1.53576 0.55703 -0.93051 1.39 0.37 -2.09
C -3.61292 0.29524 0.42626 2.54 1.10 1.04
C -2.99880 0.76103 -0.88520 0.34 -2.35 -0.11
C 1.24244 -0.37466 1.81271 -3.28 -3.23 -2.08
C -1.59600 -1.13289 0.75293 -1.35 1.95 -1.20
C -0.88577 -0.40506 -0.28117 0.83 -1.05 -0.98
H 1.43408 0.44445 -2.72322 -0.22 -1.08 1.16
H 1.54244 0.21535 2.55410 0.92 2.49 3.44
H -1.22882 -1.75720 1.44917 2.31 -2.48 1.43
H 3.37823 -1.09784 0.09515 0.95 -0.04 -0.58
H 0.51045 1.85435 0.28849 0.09 -0.32 0.19
H -4.60616 0.11953 0.22366 -2.31 -1.05 0.13
H 1.45847 -1.43867 2.05367 0.46 0.73 -0.37
H 2.04481 -1.18892 -2.72360 0.32 -0.67 -0.17
H 2.10110 2.19667 0.94939 -0.19 -0.39 -0.33
H 0.35947 -0.80407 -2.97131 -2.34 -1.16 -1.65
H -1.04384 1.08335 -1.79067 -0.18 -0.41 0.95
H 3.73446 0.73183 -0.18425 0.19 -0.88 -0.12
H -3.35036 0.12844 -1.75047 -0.09 0.67 0.68
H -3.58702 1.16441 1.08552 -0.27 0.26 0.23
H -3.24813 1.76125 -1.04640 -0.51 1.58 -0.58
H 1.87987 1.77620 -0.73530 0.48 0.31 -0.91
H -3.03692 -1.19577 2.13439 -0.75 0.67 -0.91
H 3.87639 -0.08363 1.39686 -0.74 0.35 -0.26
H 0.09190 -0.43362 1.69207 2.15 0.87 1.01
```
Forces are in eV/Å.

Here are the natural (NBO) charges for atoms 1 to 5, given in e: P 1.9113; O -1.0913; C -0.3520; C -0.1280; C -1.0037

=====

[4]
Entry from the Open Molecules 2025 dataset: a structure of composition C11H20Br6O3 (wB97M-V/def2-TZVPD).

Computed properties:
E_LUMO: -0.4 eV
energy: -16100.88212 Ha

The geometry in XYZ format:
```
40
Properties=species:S:1:pos:R:3:forces:R:3
Br 1.69955 0.39685 2.89395 0.67 -0.36 -0.59
Br 4.32930 1.02338 1.12246 -0.37 -0.59 0.18
Br -1.02816 -0.56460 0.55180 -0.26 0.35 -0.19
Br 3.27908 -2.05135 1.50755 -0.09 0.66 -0.25
Br 0.46864 1.98572 -0.72461 -0.41 -0.35 0.26
Br -1.26167 2.31018 1.92940 -0.16 -0.10 -0.16
O -1.71482 -3.30072 3.92548 -0.83 0.54 -0.30
O 3.29205 -2.86087 -2.32443 -0.06 -0.24 0.15
O -1.80408 6.63718 0.07526 0.13 -0.03 -0.03
C 2.23008 -2.53966 -2.80508 0.67 0.29 -0.37
C -1.92207 4.67990 -1.26352 -0.42 0.30 0.38
C 0.16261 -4.40016 4.77462 0.12 -0.58 -0.02
C 1.37787 -1.49897 -2.15316 0.51 0.07 0.89
C -0.13779 -3.95602 2.23258 -0.48 1.37 0.23
C 2.79910 -0.18686 1.35202 0.10 0.80 0.77
C 1.80572 -3.05403 -4.15733 0.03 -0.40 -0.01
C -2.25569 6.12475 -0.91866 -0.36 0.27 -0.48
C -3.27513 6.83956 -1.78156 -0.39 -0.41 0.08
C -0.66815 -3.80803 3.64773 1.37 -0.58 0.34
C -1.11302 1.33728 0.26684 0.79 0.51 0.17
H 2.01702 -0.62971 -1.96149 -0.21 0.29 -0.82
H 2.42853 -3.90997 -4.41204 -0.12 -0.05 0.01
H -4.16516 6.20583 -1.67618 -0.13 0.25 -0.15
H 0.98636 -5.04798 4.46883 -0.12 0.04 -0.31
H 1.96699 -2.30159 -4.93198 -0.05 0.20 0.15
H 0.90798 -3.65932 2.15391 0.15 -0.59 0.23
H 0.74828 -3.32019 -4.16943 0.00 -0.03 -0.04
H -1.22994 4.60579 -2.10073 0.36 0.07 0.25
H 0.47312 -1.31400 -2.71992 -0.13 0.40 0.28
H -1.55649 4.31163 -0.30763 0.48 -0.44 -0.35
H 2.19974 0.04580 0.48333 -0.15 -0.56 -0.06
H -0.54365 -5.00360 5.34677 0.16 0.12 0.29
H 1.21652 -1.74349 -1.09728 -0.57 -0.56 -0.27
H -1.96191 1.63873 -0.32848 -0.09 -0.38 -0.08
H -2.79098 4.09073 -1.56809 -0.18 0.25 0.08
H 0.61126 -3.64242 5.41583 -0.31 0.22 -0.01
H -0.34695 -4.96468 1.88994 0.21 -0.06 -0.23
H -3.50839 7.83956 -1.42846 0.17 -0.01 0.16
H -3.06215 6.87883 -2.85004 0.30 -0.18 0.05
H -0.65359 -3.19348 1.64181 -0.30 -0.49 -0.21
```
Forces are in eV/Å.

Here are the natural (NBO) charges for atoms 1 to 5, given in e: Br 0.0644; Br 0.0753; Br 0.1125; Br 0.1161; Br 0.0531

=====

[5]
Entry from the Open Molecules 2025 dataset: a structure of composition C11H20CaN2OP (wB97M-V/def2-TZVPD).

Computed properties:
total charge: -1
E_LUMO (alpha / beta): 3.0 / 2.9 eV
energy: -1634.68497 Ha

The geometry in XYZ format:
```
36
Properties=species:S:1:pos:R:3:forces:R:3
Ca 0.00000 0.00000 0.00000 2.43 3.04 2.86
P -0.00107 -2.25762 0.22769 0.33 -4.56 -0.85
O 0.33880 0.82366 2.13308 -0.25 0.02 -0.81
N 0.46751 0.87752 4.38514 0.80 -0.73 -0.73
N 1.77595 -0.65175 3.11295 -0.62 0.17 -0.09
C -0.56010 2.11157 -0.63941 -0.53 1.70 -2.19
C 2.41723 -0.29886 5.40013 0.05 0.32 0.14
C -0.57045 1.89094 4.49918 -0.38 0.24 -0.02
C 2.58149 -0.88933 1.92527 0.92 0.36 0.28
C 1.10287 0.44897 5.63314 0.18 0.10 0.60
C -0.04833 0.63348 -2.34419 -1.43 -0.47 0.01
C -1.37124 0.30951 -1.79033 -0.59 1.07 -2.06
C 0.82028 0.34139 3.16309 0.56 0.45 1.26
C 2.17961 -1.33287 4.33206 0.04 -0.74 0.36
C -1.72988 1.31125 -0.83394 0.95 0.53 -0.96
C 0.44663 1.73321 -1.64168 -1.23 0.94 1.01
H 3.09770 -1.94276 4.17266 -0.60 0.42 -0.22
H 2.76948 -0.76166 6.34739 -0.27 0.29 -0.41
H -0.24311 -3.04307 -0.92708 -0.15 -0.10 0.30
H 0.38117 -0.18749 6.19052 0.43 0.23 -0.14
H -0.14136 2.81213 4.94812 -0.22 -0.50 -0.17
H -0.48448 2.97254 0.02876 0.04 -0.42 -0.17
H 3.19952 0.40264 5.03381 -0.43 -0.35 0.35
H -1.01832 2.16557 3.52213 0.52 -0.42 0.56
H 2.23131 -0.33645 1.03542 0.16 -0.51 0.53
H -1.38403 1.51583 5.15490 0.38 0.20 -0.22
H 1.35227 1.32763 6.26723 -0.46 -0.19 -0.42
H -2.03429 -0.47074 -2.17065 0.28 0.29 0.13
H 0.45809 0.08137 -3.13729 -0.22 0.18 0.35
H 1.36915 -2.02149 4.65833 0.47 0.25 -0.18
H -0.95084 -2.81438 1.11938 -0.13 -1.13 0.61
H 1.18802 -2.85812 0.70650 -0.33 -0.75 0.49
H -2.67755 1.39801 -0.30198 0.40 -0.14 -0.05
H 3.61566 -0.53364 2.12323 -0.41 0.02 -0.13
H 2.69359 -1.96786 1.73547 -0.39 0.40 -0.14
H 1.41738 2.21275 -1.77603 -0.32 -0.21 0.14
```
Forces are in eV/Å.

Here are the natural (NBO) charges for atoms 1 to 5, given in e: Ca 1.4298; P -0.3929; O -0.7984; N -0.4463; N -0.4683

=====

[6]
Entry from the Open Molecules 2025 dataset: a structure of composition C11H20Cl2O2Pt (wB97M-V/def2-TZVPD).

Computed properties:
2S+1: 5
<S²>: 6.023
total charge: -2
E_LUMO (alpha / beta): 4.9 / 4.8 eV
energy: -1621.14166 Ha

The geometry in XYZ format:
```
36
Properties=species:S:1:pos:R:3:forces:R:3
Pt 0.03737 -0.40503 1.54434 -0.02 -0.14 -1.14
Cl 2.20828 -1.14614 1.72011 2.00 -1.14 0.28
Cl 4.64006 1.39669 1.76617 0.31 0.32 -0.14
O -1.81514 0.50705 1.56335 -1.92 1.62 0.58
O -0.91393 -2.12809 1.96284 -0.76 -1.22 0.52
C -2.28449 -1.62429 -0.70666 -0.35 -0.07 0.22
C -1.08102 0.64586 -1.00851 1.81 0.45 -0.32
C 0.73978 2.43920 -1.39907 0.25 0.33 0.00
C -2.26664 1.51581 -1.12800 -0.35 0.09 0.06
C -1.09858 -0.74597 -0.68734 2.96 -1.36 -0.37
C 0.29530 -1.20962 -0.63700 -2.72 0.95 -1.21
C 0.68333 -2.63316 -0.76620 0.19 -0.22 0.13
C 2.57307 -0.10304 -1.30801 0.20 -0.09 0.25
C 0.27669 1.04524 -1.17426 -0.92 -0.23 -0.08
C 1.12541 -0.07033 -1.03050 -1.15 0.09 -0.13
C 0.46436 0.89607 3.06038 0.27 1.27 1.87
H -2.07741 -2.56876 -0.19343 -0.08 0.21 -0.10
H 1.66257 -2.80538 -0.31347 -0.09 -0.06 -0.01
H 1.51530 0.88774 3.35679 -0.10 -0.02 -0.06
H 0.87419 2.65763 -2.47007 0.01 0.09 0.14
H -2.12555 2.46464 -0.60036 0.01 -0.10 -0.04
H -2.55937 -1.82087 -1.75366 -0.11 -0.12 0.07
H 2.78830 0.04365 -2.37131 -0.09 0.10 -0.08
H -0.15954 0.54312 3.89438 0.10 0.15 0.16
H -0.04748 -3.26589 -0.25857 0.12 -0.01 -0.02
H -1.72159 1.28025 2.15684 -0.14 -0.72 -0.31
H 0.01969 3.16191 -0.99245 0.15 -0.08 -0.10
H 2.98380 -1.05530 -0.99545 0.17 -0.11 0.02
H 0.72452 -2.90202 -1.82944 0.02 -0.14 0.00
H 1.70241 2.60419 -0.89461 -0.20 0.04 -0.13
H 3.09634 0.66169 -0.73278 0.15 0.09 0.10
H -2.47756 1.74237 -2.17914 -0.03 0.06 -0.06
H -1.68733 -1.82468 2.45692 0.09 -0.03 0.00
H -3.13509 -1.13992 -0.20913 0.14 -0.13 -0.05
H 0.17559 1.93683 2.85024 0.03 -0.05 -0.05
H -3.13561 1.01858 -0.69292 0.05 0.14 -0.02
```
Forces are in eV/Å.

Here are the natural (NBO) charges for atoms 1 to 5, given in e: Pt 1.3975; Cl -0.5597; Cl -0.9903; O -1.1400; O -1.0214

=====

[7]
Entry from the Open Molecules 2025 dataset: an isolated molecule of C11H20ClN3O3S (wB97M-V/def2-TZVPD).

Computed properties:
ΔE to the lowest compared entry with this formula, charge and spin: 184.7 kJ/mol
E_LUMO: -0.4 eV
energy: -1679.36484 Ha

The geometry in XYZ format:
```
39
Properties=species:S:1:pos:R:3:forces:R:3
Cl 5.04909 -4.54784 2.82020 -0.58 0.99 0.56
S 2.07833 -2.39714 1.80710 -0.71 -0.84 0.93
O 2.32421 3.14546 1.00734 2.90 2.83 1.67
O 0.87554 1.39697 4.20659 1.89 2.18 -4.66
O 0.61150 -2.65811 1.90223 -0.07 -0.06 -0.36
N 1.05521 1.59276 1.97371 -0.29 -1.90 1.70
N 1.08276 2.12293 -0.40992 -0.49 -1.17 0.89
N 1.26842 2.11972 3.20855 -2.07 -1.72 3.26
C 1.46970 2.34590 0.91050 0.56 0.62 -3.20
C 4.15515 -3.18038 3.67584 -0.03 -1.58 2.27
C -2.59755 2.17381 -2.66217 1.12 0.09 0.29
C -0.99827 3.31181 -0.95523 0.00 -1.11 -1.33
C -2.46397 3.05789 -1.40092 -0.04 -0.77 0.43
C -0.29507 1.94736 -0.78889 -0.86 0.30 -0.02
C -0.43666 0.97938 -1.97459 -1.14 1.46 -0.56
C 1.01134 0.16156 1.75846 -2.97 -1.19 0.21
C 2.65672 -3.18866 3.42581 2.03 5.07 -0.38
C -1.92118 0.81452 -2.46123 2.00 0.94 -1.27
C 2.25144 -0.60388 2.04144 2.05 1.06 2.05
H -2.01950 2.67434 -3.47408 -0.88 -0.17 0.13
H 4.68100 -2.24843 3.48201 -0.18 -0.06 -0.27
H -2.89724 4.01760 -1.64362 -0.54 0.22 0.35
H -0.83559 1.54951 0.06169 0.10 -0.68 0.40
H 0.20582 -0.23823 2.40116 0.37 0.07 -0.32
H -0.09114 -0.00175 -1.65318 0.57 0.07 -0.45
H -3.05400 2.49302 -0.60799 0.67 1.11 -0.52
H -1.79123 0.30275 -3.44105 -0.63 0.05 0.65
H 3.07818 -0.32953 1.38364 0.01 0.18 0.02
H 1.68204 2.70033 -1.00518 -0.55 -0.22 0.32
H 0.08717 1.45690 -2.85868 0.05 -0.94 0.97
H -0.88371 3.89230 -0.03941 -0.27 -0.03 0.04
H -0.43969 3.84480 -1.74242 -0.34 0.14 0.04
H -2.44354 0.21135 -1.77990 -0.90 -0.97 0.88
H 2.51554 -0.27749 3.09545 0.13 -0.89 -0.97
H -3.66875 2.02995 -2.87259 0.46 0.28 -0.36
H 2.26315 -2.60214 4.27393 -0.42 -0.05 -0.59
H 0.68275 -0.00239 0.74617 -0.15 0.03 -0.34
H 2.19371 -4.07740 3.38614 -1.37 -3.39 -0.16
H 4.19622 -3.35166 4.84098 0.57 0.04 -2.31
```
Forces are in eV/Å.

Here are the natural (NBO) charges for atoms 1 to 5, given in e: Cl -0.0812; S 1.2391; O -0.5723; O -0.3722; O -0.9856

=====

| no. | F_max (eV/Å) |
| --- | --- |
| 1 | 5.31 |
| 2 | 6.42 |
| 3 | 5.05 |
| 4 | 1.53 |
| 5 | 4.83 |
| 6 | 3.28 |
| 7 | 5.48 |